{"formula": "C28H31N4O3S8Ti", "method": "ωB97M-V with the def2-TZVPD basis set", "species": ["Ti", "C", "C", "C", "C", "C", "H", "H", "H", "H", "H", "N", "C", "C", "C", "C", "N", "C", "N", "N", "C", "O", "O", "H", "H", "H", "H", "H", "H", "H", "H", "H", "H", "H", "H", "H", "H", "C", "S", "C", "C", "S", "S", "C", "S", "S", "H", "H", "H", "O", "C", "C", "C", "C", "C", "S", "C", "C", "C", "C", "S", "C", "C", "C", "C", "S", "H", "H", "H", "H", "H", "H", "H", "H", "H"], "coordinates": [[1.550509, 1.126661, 1.041043], [3.088668, 0.543715, 2.673733], [2.080199, 1.253942, 3.370519], [2.069092, 2.567228, 2.898038], [3.098136, 2.690393, 1.917816], [3.735711, 1.449824, 1.795979], [3.430581, -0.449764, 2.907104], [1.448140, 0.851195, 4.142323], [1.439289, 3.366408, 3.252164], [3.383827, 3.598048, 1.417649], [4.600383, 1.241536, 1.191275], [-0.828905, 0.567036, -0.807566], [-1.783160, 0.688844, 0.286046], [-3.210784, 0.245774, -0.030986], [-4.210554, 0.709897, 1.040637], [-5.232080, -0.333582, 1.466261], [-4.506336, -1.518387, 1.936042], [-4.695905, -2.769612, 1.580733], [-3.828498, -3.698256, 2.009621], [-5.730419, -3.151644, 0.824598], [-1.175130, -0.050969, 1.477463], [-1.788010, -0.864157, 2.142123], [0.066948, 0.279028, 1.753841], [-1.072846, 1.174215, -1.581787], [-0.810730, -0.381583, -1.170394], [-1.807027, 1.743111, 0.576025], [-3.214057, -0.844763, -0.138831], [-3.483963, 0.665511, -0.999611], [-4.751537, 1.596432, 0.708752], [-3.658174, 1.001448, 1.938482], [-5.905113, -0.593552, 0.649745], [-5.841079, 0.057270, 2.280381], [-3.577866, -1.300657, 2.299368], [-3.055175, -3.428859, 2.594951], [-3.923620, -4.664441, 1.757281], [-6.372250, -2.483531, 0.442364], [-5.862630, -4.117259, 0.583402], [-2.269465, 5.633874, -0.042898], [-2.607978, 3.978580, -0.702613], [-1.156824, 3.712242, -1.656030], [0.071234, 3.420577, -1.184651], [0.551410, 3.286902, 0.487124], [1.309904, 3.234127, -2.386996], [0.310456, 3.325368, -3.794690], [0.848549, 3.026608, -5.307613], [-1.315034, 3.767179, -3.397606], [-3.129790, 5.905045, 0.567185], [-2.163360, 6.347406, -0.855861], [-1.374327, 5.614042, 0.573887], [2.147506, 0.272600, -0.339176], [2.466764, -1.055105, -0.840390], [1.924571, -1.207662, -2.255170], [1.897970, -2.358586, -2.988350], [1.472128, -2.149897, -4.330153], [1.191264, -0.842029, -4.582559], [1.443430, 0.132862, -3.207409], [3.992444, -1.179238, -0.915391], [4.729205, -0.985372, -2.048507], [6.135405, -1.054684, -1.840920], [6.452636, -1.307010, -0.545257], [5.053163, -1.465280, 0.416810], [1.790035, -2.094648, 0.065730], [2.172860, -2.574141, 1.283711], [1.226920, -3.454049, 1.881240], [0.127280, -3.622521, 1.102259], [0.250481, -2.757195, -0.359685], [2.214691, -3.317226, -2.599142], [1.384649, -2.937664, -5.066690], [0.849375, -0.385699, -5.500539], [4.286373, -0.786937, -3.015465], [6.868058, -0.932262, -2.627005], [7.428049, -1.425619, -0.096746], [3.113425, -2.346842, 1.758821], [1.372418, -3.929101, 2.842226], [-0.731530, -4.255146, 1.281911]], "atomic_forces_ev_per_a": [[-0.374, 1.772, 0.274], [0.172, 0.150, 0.146], [0.294, 0.087, 0.159], [0.227, -0.005, 0.140], [0.145, -0.040, 0.290], [0.191, 0.190, 0.380], [-0.188, -0.148, -0.206], [-0.170, -0.085, -0.101], [-0.144, -0.009, -0.123], [-0.126, 0.025, -0.180], [-0.090, -0.101, -0.204], [-0.160, -0.106, -0.010], [0.134, -0.119, -0.154], [-0.017, -0.048, 0.112], [0.071, 0.082, 0.006], [0.100, -0.147, 0.021], [-0.171, 0.092, -0.028], [-0.018, -0.076, 0.060], [-0.029, 0.068, -0.046], [0.055, -0.063, 0.036], [0.410, 0.299, -0.076], [-0.193, -0.242, 0.260], [-1.123, -0.760, 0.261], [0.031, 0.045, 0.074], [0.037, 0.011, 0.028], [0.070, 0.056, 0.014], [-0.051, 0.032, -0.018], [0.004, -0.007, -0.039], [0.052, 0.033, 0.006], [-0.058, 0.070, 0.002], [0.067, 0.000, -0.105], [-0.076, -0.043, 0.015], [0.219, 0.014, -0.010], [0.039, 0.031, -0.031], [-0.015, -0.019, 0.002], [-0.038, 0.031, 0.028], [-0.014, -0.001, 0.005], [-0.011, -0.055, -0.022], [-0.014, 0.134, 0.010], [-0.062, -0.037, -0.012], [-0.030, -0.130, -0.014], [0.201, 0.202, 0.144], [0.183, 0.143, 0.104], [-0.052, 0.056, 0.059], [0.040, -0.021, -0.036], [-0.123, 0.003, -0.046], [0.009, -0.003, -0.007], [0.000, 0.004, -0.002], [-0.002, 0.002, 0.006], [0.445, -1.558, -1.092], [0.260, -0.202, -0.029], [-0.059, 0.125, 0.098], [0.059, -0.053, -0.121], [0.001, -0.096, 0.059], [0.020, -0.050, -0.026], [-0.004, 0.033, -0.012], [-0.099, 0.036, -0.079], [0.095, 0.103, -0.105], [-0.071, -0.002, -0.059], [0.019, 0.011, 0.010], [-0.118, -0.030, 0.142], [0.063, 0.114, -0.097], [0.044, -0.082, 0.113], [0.028, 0.124, 0.031], [-0.042, -0.096, 0.006], [-0.036, 0.171, -0.098], [-0.026, 0.020, -0.006], [0.008, 0.049, 0.054], [0.013, -0.047, 0.077], [0.020, -0.028, 0.061], [-0.050, -0.002, 0.051], [-0.063, -0.002, -0.052], [-0.030, 0.032, -0.014], [-0.001, 0.004, -0.076], [0.123, 0.056, -0.006]], "lowdin_charge": [0.866, -0.151, -0.131, -0.193, -0.185, -0.155, 0.105, 0.129, 0.116, 0.116, 0.104, 0.070, -0.333, -0.130, -0.162, -0.140, 0.093, -0.430, 0.210, 0.215, -0.498, 0.066, -0.138, 0.063, 0.050, 0.084, 0.117, 0.120, 0.118, 0.123, 0.115, 0.130, 0.112, 0.123, 0.124, 0.111, 0.128, -0.359, 0.822, -1.014, -1.067, 0.713, 0.889, -1.505, 0.579, 0.927, 0.039, 0.047, 0.022, -0.253, -0.446, -0.535, -0.151, -0.157, -0.371, 1.035, -0.413, -0.099, -0.157, -0.388, 1.072, -0.419, -0.137, -0.151, -0.404, 1.091, 0.124, 0.108, 0.070, 0.117, 0.111, 0.074, 0.056, 0.111, 0.058], "energy_ev": -151437.53888, "homo_lumo_gap_ev": 7.344, "largest_force_ev_per_a": 1.95, "total_charge": 1}